Computed, not measured: CH4P2S3 in the gas phase in a non-equilibrium geometry, with ωB97M-V/def2-TZVPD.

## Properties
LUMO level (alpha / beta) in hartree: -0.067 / -0.067
Kohn-Sham gap (alpha / beta) in eV: 6.1 / 6.1
Energy above the lowest of the compared OMol25 structures with the same formula, charge and spin in kcal/mol: 60.1
Net charge: 0
Energy in eV: -52183.539

```
10
CH4P2S3, DFT ωB97M-V/def2-TZVPD
S -0.227 0.010 1.454
S 1.644 -2.164 -0.600
S 3.326 0.859 0.618
P 1.649 -0.855 0.866
P 4.599 0.573 -0.757
C -0.993 0.179 -0.150
H -1.013 1.196 -0.432
H -0.692 -0.493 -0.832
H -1.923 -0.300 -0.094
H 1.747 -1.628 1.957
```

Which charges does Mulliken predict for the atoms? In e, they are: -0.12, -0.39, -0.08, 0.28, 0.13, -0.89, 0.29, 0.34, 0.36, 0.08